[1]
{"formula": "C23H35Br2N4O5S2ScSi", "method": "ωB97M-V with the def2-TZVPD basis set", "homo_energy_ev": -8.0, "relative_energy_kj_mol": 66.6, "e_tot_ha": -8487.753568, "homo_lumo_gap_ev": 7.72, "species": ["H", "H", "H", "C", "H", "H", "C", "H", "C", "C", "H", "C", "H", "H", "C", "H", "Si", "H", "H", "C", "H", "C", "H", "N", "H", "H", "H", "H", "N", "C", "H", "H", "C", "C", "C", "H", "C", "O", "Br", "C", "O", "H", "H", "C", "N", "C", "C", "Sc", "C", "H", "Br", "C", "H", "C", "C", "S", "O", "H", "H", "H", "H", "H", "H", "H", "S", "H", "O", "N", "H", "H", "C", "C", "O"], "positions_angstrom": [[-1.75622, 4.22239, -1.25814], [1.21249, -1.69864, -2.90181], [-3.03908, -2.00053, -3.97134], [-2.57980, 2.42030, -2.08760], [-4.48625, 2.78129, -1.14999], [-3.06274, 4.49322, -2.43005], [-1.20961, -3.07622, -1.24993], [-1.45281, 4.01393, -2.99598], [-3.52715, -2.12444, -1.27356], [0.01569, 0.90575, 3.94699], [-0.93786, 1.01659, 3.44455], [-2.36768, -2.66853, -3.43011], [-1.40540, -2.68096, -3.94510], [1.94289, -0.65833, -4.13711], [0.01901, 3.39102, 1.11301], [-3.34029, 0.82226, -3.33398], [-1.05733, 0.27624, -1.11783], [0.55328, 1.95728, -3.27907], [-3.14041, 2.55928, -0.00942], [0.15213, 1.14007, 5.32736], [-3.84575, 1.16159, -0.85024], [3.33511, 0.14847, 2.83745], [5.83109, -0.01401, 5.13477], [1.02943, 0.55227, 3.19795], [2.29259, 1.84631, -3.61857], [-4.22867, -1.49652, -1.82574], [2.97519, -0.92642, -1.20068], [-2.78666, -3.67680, -3.45062], [-1.06091, 3.77013, 1.28435], [1.21100, -0.69327, -3.32807], [-0.21212, -2.99620, -1.68815], [-1.53373, -4.11732, -1.31136], [1.59305, 0.34051, -2.28619], [2.96049, 0.04525, -1.69915], [2.27672, 0.44286, 3.75208], [-4.04054, 2.41864, -3.66791], [4.82721, 0.12313, 4.75893], [-1.35221, 1.71678, -1.78968], [6.03185, -0.44148, 2.24030], [-2.18761, 3.88222, -2.19933], [1.26692, -1.86394, 0.89519], [0.22355, -0.49649, -3.74508], [-0.86620, -1.95042, 2.11739], [1.37468, 0.98415, 5.91150], [-0.26829, -2.75512, 2.30636], [-3.57245, 2.21732, -0.95091], [-3.12279, 1.88959, -3.40388], [1.20807, 0.30250, 0.90396], [3.81689, 0.44633, 5.61114], [-0.72362, -3.59318, 2.62544], [4.20107, 0.66269, 7.45144], [1.52886, 1.74937, -2.84358], [-3.95648, -3.12530, -1.18716], [2.49563, 0.62333, 5.12695], [-2.19182, -2.18628, -1.99814], [-1.39762, 0.05735, 0.90704], [0.65906, 0.21858, -1.14261], [1.50380, 1.14418, 6.97363], [-3.40076, -1.71323, -0.26997], [-2.39398, 2.04193, -4.20260], [2.26764, -4.08150, 0.84305], [3.70810, 0.03075, -2.49265], [3.26829, 0.81337, -0.98520], [1.09195, -4.86954, 1.84045], [1.60666, 2.85544, 0.86096], [1.71987, 2.48532, -2.06334], [3.05453, 0.05844, 1.55341], [1.40171, -4.05134, 1.35023], [-0.71239, 1.43888, 5.90286], [-1.15358, -2.78328, -0.20140], [4.58588, -0.02546, 3.37648], [0.80321, -2.84879, 1.49224], [-1.67473, -0.85380, -2.11429]], "forces_ev_per_angstrom": [[-0.010, 0.000, -0.002], [0.029, 0.043, 0.004], [0.012, -0.002, 0.014], [0.087, -0.129, 0.171], [0.022, 0.004, 0.004], [0.011, -0.011, 0.000], [0.062, -0.030, -0.014], [-0.001, 0.001, 0.012], [-0.108, -0.093, 0.042], [-0.073, -0.010, 0.104], [-0.013, 0.008, 0.022], [-0.016, -0.068, -0.044], [-0.009, -0.002, 0.013], [-0.017, -0.024, -0.011], [0.238, -0.148, -0.138], [0.005, 0.032, 0.018], [0.163, 0.050, -0.143], [0.026, -0.025, 0.006], [-0.011, 0.000, -0.021], [-0.046, 0.001, -0.054], [0.021, 0.039, -0.019], [-0.083, -0.069, -0.423], [0.012, 0.002, -0.020], [0.343, -0.037, -0.279], [-0.010, 0.036, 0.006], [0.016, 0.007, 0.008], [-0.009, -0.026, -0.014], [0.005, 0.026, 0.009], [0.040, 0.010, 0.055], [0.050, -0.050, -0.107], [-0.049, -0.025, 0.013], [0.014, 0.005, 0.036], [-0.236, -0.014, 0.206], [0.114, -0.017, -0.026], [-0.270, -0.007, 0.026], [0.006, -0.008, -0.017], [0.056, -0.043, -0.161], [-0.055, -0.004, -0.029], [-0.028, -0.002, -0.008], [-0.003, 0.075, -0.025], [-0.012, -0.076, -0.027], [0.023, 0.025, 0.028], [0.094, -0.014, 0.035], [0.086, -0.016, 0.038], [-0.166, 0.051, -0.063], [-0.054, -0.010, 0.000], [-0.054, -0.012, -0.082], [-0.519, 0.034, 0.166], [-0.085, 0.017, -0.006], [0.019, -0.006, 0.005], [-0.014, 0.002, 0.040], [0.036, 0.042, -0.110], [-0.012, 0.012, -0.010], [-0.051, 0.032, 0.133], [0.040, 0.143, 0.013], [0.067, 0.076, 0.125], [-0.222, -0.092, -0.408], [0.010, 0.004, -0.010], [0.009, -0.006, -0.055], [-0.005, -0.010, 0.011], [0.015, 0.012, 0.008], [0.008, 0.000, 0.012], [-0.025, 0.034, 0.017], [0.014, 0.010, 0.016], [-0.240, 0.157, 0.086], [0.002, -0.017, 0.025], [0.420, 0.096, 0.557], [-0.080, -0.005, -0.002], [0.011, -0.006, -0.001], [-0.031, 0.020, -0.056], [0.227, 0.038, 0.207], [0.184, -0.103, 0.066], [0.019, 0.071, 0.030]]}

=====

[2]
{"formula": "C4H8NO2", "method": "ωB97M-V with the def2-TZVPD basis set", "homo_energy_ev": -2.7, "relative_energy_kj_mol": 348.8, "total_charge": -1, "smiles": "O=CNCCC[O-]", "e_tot_ha": -362.391376, "homo_lumo_gap_ev": 6.45, "species": ["O", "N", "H", "H", "H", "O", "H", "C", "H", "H", "H", "H", "C", "C", "C"], "positions_angstrom": [[1.49434, -0.05427, 2.81032], [-1.04944, 0.05809, -0.59951], [2.03423, 0.39591, 0.26803], [-1.44187, 0.60797, 0.19609], [-0.35698, -0.25994, 2.08123], [-2.92665, 0.86481, -1.71143], [0.41357, 1.35067, 1.85715], [0.64044, 0.22906, 1.92521], [0.26919, -1.66026, -0.93091], [1.64507, -1.19488, 0.84306], [-1.35742, 0.07090, -2.72966], [0.74749, -0.00733, -1.86399], [-1.81395, 0.40270, -1.75333], [0.48851, -0.52772, -0.82844], [1.21347, -0.27572, 0.43618]], "forces_ev_per_angstrom": [[2.077, -0.626, 1.915], [-0.474, 0.850, -3.195], [0.554, 0.413, -0.018], [1.287, -1.003, -0.389], [-0.305, -0.094, -0.392], [-0.619, 0.702, -0.152], [-0.112, -0.328, -0.490], [-1.801, 0.952, -1.773], [0.513, 1.907, -0.376], [0.111, -0.064, -0.456], [-0.007, 0.267, 0.599], [0.044, -1.260, 2.313], [1.947, -1.929, 2.009], [-4.366, 0.205, -0.877], [1.151, 0.007, 1.281]]}

=====

[3]
{"formula": "C11H18N2O2SSi", "method": "ωB97M-V with the def2-TZVPD basis set", "homo_energy_ev": -9.2, "smiles": "C[Si]1(C)CCCCC2(C1)C(=O)NC(=S)NC2=O", "e_tot_ha": -1377.698026, "homo_lumo_gap_ev": 8.97, "species": ["H", "H", "C", "H", "C", "H", "O", "C", "C", "H", "Si", "H", "C", "H", "H", "H", "H", "H", "C", "S", "H", "H", "N", "H", "N", "O", "H", "H", "C", "C", "C", "H", "H", "C", "C"], "positions_angstrom": [[1.10129, -1.20274, 1.02282], [-0.99568, -4.01372, -0.34163], [0.54597, -0.31408, 0.76445], [-2.23982, 1.88676, 0.75178], [-1.77644, -0.76350, 1.52251], [-0.78428, 0.48087, -1.56551], [-0.54910, -1.92090, -1.68921], [-0.84780, -1.93918, -0.52285], [-1.50255, 1.90806, -0.09559], [-2.00008, 2.58649, -0.80170], [1.64825, 0.57212, -0.47053], [-2.76623, -2.05345, 2.75341], [-1.41842, 0.48827, -0.67016], [-0.30569, 3.64522, 0.44434], [-2.40995, 0.16047, -1.06416], [1.80264, 0.52720, -2.95261], [3.98823, 1.32702, -0.22041], [0.12943, 2.19528, 1.31948], [0.92288, 2.30343, -0.63495], [-2.52512, -4.60913, 1.86269], [1.83737, 2.90009, -0.46798], [2.57854, -0.89270, -2.24638], [-2.33973, -1.99420, 1.82195], [3.84574, -0.37937, 0.17136], [-1.22179, -3.11954, 0.10577], [-1.93135, 0.20919, 2.23758], [0.79769, -0.75109, -2.30791], [3.33477, 0.85893, 1.32066], [-0.88897, -0.60537, 0.29182], [-0.19430, 2.54367, 0.33135], [1.73691, -0.21318, -2.16207], [0.48185, 0.28152, 1.68202], [0.58196, 2.48435, -1.67397], [3.36463, 0.58765, 0.26022], [-2.00084, -3.17445, 1.22340]], "forces_ev_per_angstrom": [[-0.059, -0.709, 0.291], [-0.321, 0.589, 0.155], [0.122, 0.085, 0.124], [0.885, 0.105, -0.570], [0.484, 1.560, 0.089], [-0.027, -0.071, 0.293], [-0.105, -0.955, 0.130], [-0.495, 1.287, -0.272], [-1.534, 0.047, 0.839], [0.263, -0.371, -0.347], [0.103, 0.364, -0.728], [0.054, -0.118, -0.690], [-0.618, 0.018, -0.397], [-0.368, -0.610, 0.028], [0.477, 0.327, 0.412], [0.191, 0.269, -0.053], [0.244, 0.206, -0.307], [-0.339, 0.103, -0.038], [1.069, -0.524, -1.020], [0.196, 0.338, -0.287], [-0.615, 0.412, 0.038], [0.065, -0.223, -0.096], [0.317, 0.644, 0.320], [0.100, -0.225, -0.019], [0.243, 0.086, 0.090], [-0.373, -1.086, 0.123], [0.549, 0.034, -0.289], [0.043, -0.072, -0.003], [-0.346, -1.628, -0.491], [0.301, 1.310, 0.931], [-0.359, -0.090, 0.190], [0.148, -0.079, -0.186], [0.292, -0.026, 0.383], [-0.309, 0.234, 0.633], [-0.277, -1.232, 0.721]]}